[1]
{
  "formula": "C3H5F3Se",
  "method": "ωB97M-V/def2-TZVPD",
  "symbols": ["C", "C", "C", "F", "F", "F", "Se", "H", "H", "H", "H", "H"],
  "coordinates": [[-2.261, -0.785, -0.041], [0.433, 0.527, -0.045], [2.019, 0.464, 0.100], [2.359, -0.479, 1.001], [2.613, 0.058, -1.051], [2.631, 1.587, 0.421], [-0.364, -1.245, 0.341], [-2.936, -0.795, 0.929], [-2.126, 0.152, -0.489], [-2.649, -1.530, -0.701], [-0.047, 1.192, 0.664], [0.329, 0.854, -1.128]],
  "spin_multiplicity": 1,
  "smiles": "C[Se]CC(F)(F)F",
  "homo_lumo_gap_ev": 9.426,
  "homo_energy_ev": -8.726,
  "relative_energy_kcal_mol": 2.7,
  "charge": 0
}

***

[2]
{
  "formula": "C3H5FN",
  "method": "ωB97M-V/def2-TZVPD",
  "symbols": ["C", "C", "C", "N", "F", "H", "H", "H", "H", "H"],
  "coordinates": [[-0.626, 1.463, 0.242], [-2.004, -0.688, 0.198], [0.674, 0.854, 0.026], [0.738, -0.672, -0.074], [-3.104, -0.164, -0.053], [1.464, 1.163, 0.661], [0.898, 1.209, -0.901], [1.043, -1.172, -0.889], [-0.258, -0.931, 0.116], [1.175, -1.063, 0.673]],
  "spin_multiplicity": 3,
  "homo_lumo_gap_ev": [5.878, 9.162],
  "homo_energy_ev": [-12.530, -15.263],
  "s2": 2.03,
  "charge": 1
}

***

[3]
{
  "formula": "C3H5FN2S",
  "method": "ωB97M-V/def2-TZVPD",
  "symbols": ["C", "C", "C", "H", "H", "H", "H", "H", "N", "N", "F", "S"],
  "coordinates": [[-2.030, 0.089, 0.035], [0.234, -1.088, -0.210], [1.505, -1.263, -0.084], [0.915, 1.487, 0.982], [-2.499, 1.202, -0.262], [-3.560, -0.403, 0.261], [-0.327, -2.159, -0.219], [2.000, -2.299, -0.278], [-0.601, 0.066, -0.035], [-2.652, -0.980, 0.159], [2.569, -0.321, 0.200], [0.304, 1.564, -0.100]],
  "spin_multiplicity": 1,
  "smiles": "[H]/N=C/N(S)/C=C\\F",
  "homo_lumo_gap_ev": 9.691,
  "homo_energy_ev": -8.910,
  "relative_energy_kcal_mol": 74.1,
  "charge": 0
}

***

[4]
{
  "formula": "C3H5FO",
  "method": "ωB97M-V/def2-TZVPD",
  "symbols": ["C", "C", "C", "O", "F", "H", "H", "H", "H", "H"],
  "coordinates": [[-1.767, -0.138, 0.221], [-0.349, -0.673, -0.372], [0.701, 0.274, 0.067], [-2.759, 0.305, -0.131], [-0.115, -1.923, -0.009], [-0.387, -0.612, -1.443], [-1.645, -0.194, 1.368], [1.630, 0.034, -0.451], [0.711, 0.497, 1.152], [0.377, 1.183, -0.390]],
  "spin_multiplicity": 1,
  "smiles": "C[C@@H](F)C=O",
  "homo_lumo_gap_ev": 10.718,
  "homo_energy_ev": -9.693,
  "relative_energy_kcal_mol": 20.7,
  "charge": 0
}

***

[5]
{
  "formula": "C3H5FO2",
  "method": "ωB97M-V/def2-TZVPD",
  "symbols": ["C", "C", "C", "O", "O", "F", "H", "H", "H", "H", "H"],
  "coordinates": [[0.520, 0.579, 0.190], [-1.738, 0.073, 0.297], [1.798, 0.029, -0.424], [-0.543, -0.120, -0.093], [-2.637, -0.784, -0.256], [2.280, -1.133, 0.132], [0.415, 1.305, 1.076], [-1.889, 0.909, 1.127], [2.531, 0.793, -0.238], [1.570, 0.029, -1.483], [-2.309, -1.680, -0.327]],
  "spin_multiplicity": 1,
  "homo_lumo_gap_ev": [8.245, 7.556],
  "homo_energy_ev": [-7.501, -7.071],
  "relative_energy_kcal_mol": 101.4,
  "charge": 0
}

***

[6]
{
  "formula": "C3H5FO2S",
  "method": "ωB97M-V/def2-TZVPD",
  "symbols": ["C", "C", "C", "O", "O", "F", "S", "H", "H", "H", "H", "H"],
  "coordinates": [[-1.188, -0.507, -0.950], [1.737, -0.217, 0.818], [-1.891, 0.384, -0.132], [-0.484, -1.444, -0.653], [1.495, 0.336, -0.529], [-1.953, 0.345, 1.211], [0.517, 1.576, -0.539], [-1.380, -0.335, -2.123], [0.850, -0.802, 1.073], [2.233, 0.561, 1.493], [2.599, -0.953, 0.781], [-2.534, 1.056, -0.449]],
  "spin_multiplicity": 1,
  "homo_lumo_gap_ev": 7.317,
  "homo_energy_ev": -9.100,
  "relative_energy_kcal_mol": 99.0,
  "charge": 0
}